No. 1
A structure of composition C44H45BiBr2N4P2S2Si in a non-equilibrium geometry. Source: the Open Molecules 2025 dataset; level of theory: the ωB97M-V functional and the def2-TZVPD basis.

Geometry (Å):
Bi  0.66504  -0.11988  0.16608
S  -2.23539  1.76880  -0.73084
P  -0.68536  2.44981  -1.71277
C  0.84706  1.68175  -1.25445
P  2.16457  2.58902  -0.55779
S  2.99416  1.13756  0.61319
C  3.09707  3.09221  -2.04864
C  3.80534  2.17662  -2.81500
C  4.28107  2.54496  -4.06124
C  4.03023  3.81689  -4.55407
C  3.30721  4.72510  -3.79735
C  2.84659  4.36900  -2.54529
C  2.48276  4.13381  0.43839
C  3.81882  4.53198  0.38095
C  4.23500  5.68190  1.01836
C  3.32297  6.43127  1.74700
C  2.00591  6.01575  1.84045
C  1.57907  4.86748  1.18732
C  -0.69525  4.28040  -1.62261
C  -1.30496  4.84170  -0.50590
C  -1.53078  6.20166  -0.44103
C  -1.15318  7.01476  -1.49725
C  -0.50669  6.46772  -2.59312
C  -0.27556  5.10479  -2.65980
C  -0.81219  2.17692  -3.51897
C  0.32465  2.29645  -4.31035
C  0.22239  2.17858  -5.68343
C  -1.00551  1.90945  -6.26667
C  -2.13377  1.76354  -5.47743
C  -2.04208  1.91479  -4.10586
H  3.98150  1.18381  -2.42342
H  4.83810  1.83267  -4.65249
H  4.40769  4.10501  -5.52418
H  3.09352  5.70944  -4.18695
H  2.28118  5.07729  -1.95422
H  4.52718  3.92679  -0.17187
H  5.26553  5.99387  0.93709
H  3.64546  7.33625  2.24185
H  1.29829  6.59968  2.41278
H  0.54391  4.56403  1.25943
H  -1.64133  4.18779  0.29055
H  -2.02538  6.61716  0.42456
H  -1.37669  8.07053  -1.47479
H  -0.20021  7.10164  -3.41489
H  0.21636  4.68843  -3.52549
H  1.28239  2.49293  -3.84950
H  1.10255  2.30360  -6.30055
H  -1.08464  1.83209  -7.34129
H  -3.09017  1.53821  -5.92648
H  -2.92788  1.83990  -3.48809
Br  0.71309  -3.10716  2.63455
C  0.05961  -1.62823  3.69628
Br  -1.71801  -1.06259  3.13905
H  0.73712  -0.78552  3.57219
H  -0.00276  -1.96475  4.72961
C  -2.68315  -1.65886  -0.45398
N  -1.35158  -1.83113  -1.06081
C  -1.39858  -1.26984  -2.41823
N  -2.42514  -1.88756  -3.23622
C  -3.71170  -1.68894  -2.57591
N  -3.73496  -2.27594  -1.24289
C  -3.44966  -3.69827  -1.36707
N  -2.14860  -3.93309  -1.98482
C  -1.12455  -3.27920  -1.18905
C  -2.15166  -3.31755  -3.30778
H  -2.89436  -0.59363  -0.35333
H  -2.68183  -2.12051  0.53574
H  -0.42829  -1.41679  -2.89873
H  -1.60186  -0.19988  -2.34550
H  -4.49526  -2.15376  -3.17781
H  -3.90171  -0.61686  -2.49304
H  -4.22185  -4.16560  -1.98442
H  -3.45688  -4.15238  -0.37251
H  -0.16302  -3.45398  -1.67429
H  -1.11533  -3.72328  -0.18944
H  -2.92014  -3.79884  -3.91819
H  -1.16929  -3.46510  -3.76838
C  6.52843  -2.05244  0.67524
C  5.50200  -2.66764  1.36804
C  4.21560  -2.64177  0.86538
C  3.91852  -1.99130  -0.33057
C  4.96125  -1.36401  -1.00131
C  6.25303  -1.39628  -0.51108
Si  2.13502  -1.97104  -0.95901
C  2.06847  -2.04176  -2.84645
C  2.10417  -3.26198  -3.51706
C  2.05158  -3.32184  -4.89820
C  1.97026  -2.15740  -5.64313
C  1.92626  -0.93694  -4.99257
C  1.96610  -0.88175  -3.61080
H  7.53934  -2.09768  1.05103
H  5.70898  -3.18004  2.29828
H  3.42991  -3.14987  1.40258
H  4.76417  -0.85961  -1.93473
H  7.04750  -0.91614  -1.06024
H  1.64136  -3.27085  -0.46617
H  2.18270  -4.17347  -2.94234
H  2.08338  -4.27763  -5.39797
H  1.95166  -2.19989  -6.72318
H  1.85765  -0.02135  -5.55936
H  1.91331  0.07812  -3.11419

Force components x, y, z for each atom (eV/Å):
-0.3 0.8 0.1
-0.3 0.0 0.2
0.8 -0.3 -0.6
-0.7 1.0 1.1
0.5 -0.8 -0.4
0.5 0.1 0.1
-0.2 0.1 0.2
0.0 0.0 0.2
0.0 -0.1 0.0
0.0 0.0 -0.1
0.0 0.0 -0.2
0.1 -0.1 0.1
-0.5 -0.4 -0.3
0.0 -0.2 0.0
0.0 0.0 0.1
0.0 0.0 0.0
0.0 0.1 0.1
-0.1 -0.1 -0.1
0.0 -0.3 0.2
0.0 -0.1 0.0
0.0 0.1 0.1
0.0 0.1 0.0
0.0 0.1 -0.1
0.0 -0.1 0.0
-0.2 0.0 0.4
-0.1 0.0 0.1
0.1 0.1 -0.1
0.0 0.0 -0.1
-0.1 0.0 -0.1
0.0 0.0 0.0
0.0 -0.1 0.0
0.1 0.0 -0.1
0.0 0.0 -0.1
0.0 0.1 0.0
0.1 0.0 0.0
0.1 0.1 0.0
0.1 0.0 0.1
0.0 0.1 0.0
0.0 0.0 0.0
0.0 0.0 0.0
-0.1 0.0 0.0
0.0 0.1 0.1
0.0 0.1 0.0
0.0 0.0 0.0
-0.1 0.0 -0.1
0.1 -0.1 0.1
0.0 0.0 0.0
0.0 -0.1 -0.1
-0.1 0.0 -0.1
0.0 -0.1 0.1
-0.1 0.2 0.1
-0.3 0.0 0.0
0.4 -0.1 0.2
-0.1 -0.2 0.0
0.0 0.1 -0.2
-0.2 0.2 0.4
0.1 0.1 0.1
0.2 0.4 -0.4
-0.1 0.0 -0.3
-0.1 0.1 -0.2
-0.3 -0.1 0.1
0.0 -0.1 0.1
0.0 -0.3 0.0
0.2 -0.3 0.1
0.0 0.0 -0.2
0.1 -0.2 0.0
0.1 0.0 0.0
-0.1 0.0 0.0
0.0 -0.2 0.0
0.0 0.0 0.0
0.0 0.0 0.0
0.0 0.0 0.1
0.0 0.0 0.0
0.0 0.0 0.1
0.1 0.0 0.0
0.1 0.0 0.0
-0.1 0.0 0.0
0.1 0.0 0.0
0.1 -0.1 0.2
-0.2 0.0 -0.1
-0.4 0.1 -0.1
0.0 0.0 -0.1
0.1 0.0 -0.1
0.8 -0.5 -0.6
0.0 0.1 0.3
0.0 -0.1 0.2
0.0 -0.1 -0.1
0.0 0.0 0.0
0.0 0.1 -0.1
0.1 0.1 0.1
0.1 0.0 0.1
0.0 0.0 0.0
-0.1 -0.1 0.1
0.0 0.1 -0.2
0.1 0.1 -0.1
-0.2 -0.2 0.1
0.0 -0.2 0.0
0.0 -0.1 0.0
0.0 0.0 -0.1
0.0 0.1 -0.1
-0.1 0.2 0.0

As for the largest force on an atom: 0.03223 Eh/bohr. Its orbital gap is 7.2 eV. The spin multiplicity is 1. The molar mass is 1152.83 Da. Its total charge is 0. The total energy comes out at -9053.9348 Eh. Its energy relative to the best compared isomer or geometry (same formula, charge and spin) is 97.0 kJ/mol. Its LUMO energy is -0.18 eV.

---

No. 2
The ion C2H4NO with charge +1 in a non-equilibrium geometry. Source: the Open Molecules 2025 dataset; level of theory: the ωB97M-V functional and the def2-TZVPD basis.

Geometry (Å):
C  0.16471  0.37205  0.00933
C  -1.06698  -0.62234  0.01430
N  -2.18377  -0.20865  -0.00090
O  -3.25304  0.17103  -0.05334
H  0.76888  -0.04578  -0.85722
H  -0.19445  1.43880  -0.17453
H  0.83314  0.36410  0.94933
H  -0.57120  -1.64135  -0.15052

Force components x, y, z for each atom (eV/Å):
0.6 1.1 -0.2
5.7 -1.0 0.0
-2.4 -0.3 -0.2
-0.4 0.4 0.1
-0.6 0.9 1.0
0.6 -1.5 0.1
-1.5 -0.4 -1.3
-2.0 0.8 0.4

As for the largest force on an atom: 0.11261 Eh/bohr. Its orbital gap is 9.5 eV. The spin multiplicity is 1. The molar mass is 58.06 Da. The structure (SMILES) is CC=[N+]=O. Its total charge is +1. The total energy comes out at -208.1621 Eh. Its energy relative to the best compared isomer or geometry (same formula, charge and spin) is 284.9 kJ/mol. Its LUMO energy is -7.90 eV.

---

No. 3
A structure of composition C15H24CeI2LuN2O3S2 in a non-equilibrium geometry. Source: the Open Molecules 2025 dataset; level of theory: the ωB97M-V functional and the def2-TZVPD basis.

Geometry (Å):
I  -2.17535  2.50410  2.20137
I  -3.82337  -2.29288  -2.05761
Ce  -1.00306  -2.10276  -1.17751
Lu  -0.29428  0.73241  1.14414
S  -1.86546  -1.35632  1.18381
S  -0.99797  0.50981  -1.33407
C  1.17615  -0.66374  2.45863
C  -2.41178  -2.46501  2.66696
C  -0.58956  1.68542  -2.74491
C  -3.32782  -3.53413  2.09321
C  -1.17588  -3.05448  3.30966
C  -3.16366  -1.53798  3.60961
C  -1.65751  1.47033  -3.81177
C  0.80189  1.32910  -3.23658
C  -0.64670  3.07944  -2.14521
C  0.46297  -3.99359  0.03573
C  1.27077  -2.44124  -2.46120
O  1.95921  -1.25925  3.06477
O  1.12916  -4.72436  0.63372
O  2.29840  -2.49737  -3.00223
H  -2.80497  -4.16845  1.36499
H  -4.19000  -3.07458  1.59620
H  -3.70170  -4.18519  2.89494
H  -0.66906  -3.76309  2.64384
H  -1.48125  -3.59700  4.21120
H  -0.46034  -2.27877  3.57851
H  -2.51809  -0.73401  3.97914
H  -3.54325  -2.10999  4.46715
H  -4.01412  -1.07258  3.08902
H  -1.44613  2.14582  -4.65185
H  -2.65229  1.70484  -3.40564
H  -1.68133  0.43706  -4.18070
H  1.03053  1.94794  -4.11742
H  0.87381  0.27672  -3.50606
H  1.56044  1.53714  -2.46335
H  -0.43253  3.81955  -2.92611
H  0.09079  3.18973  -1.34023
H  -1.64301  3.26382  -1.72963
C  4.89616  2.05336  -0.89495
N  3.62534  2.16740  -0.16144
C  3.31366  3.18671  0.74570
C  2.04662  2.90229  1.20796
N  1.60314  1.72384  0.59917
C  2.58783  1.32185  -0.23706
H  5.04479  2.93943  -1.53474
H  5.73310  1.99016  -0.18063
H  4.86815  1.14637  -1.51892
H  3.98538  3.99428  0.98391
H  1.43217  3.43117  1.90628
H  2.58002  0.41669  -0.84979

Force components x, y, z for each atom (eV/Å):
-1.0 1.1 0.6
2.0 0.0 0.5
-4.3 0.4 -0.6
0.3 0.4 -0.6
0.5 -0.5 -0.5
0.1 -0.9 0.4
4.1 -2.9 3.3
-0.4 -0.7 0.9
0.4 0.5 -0.8
-0.1 0.1 -0.6
0.3 -0.1 -0.4
-0.2 0.5 -0.4
-0.4 -0.2 0.3
0.4 0.3 0.2
-0.1 0.0 0.4
3.3 -3.7 3.1
6.1 -0.3 -3.3
-3.4 2.6 -2.7
-3.0 3.2 -2.7
-5.2 0.2 2.7
-0.1 0.0 0.2
0.1 -0.2 0.1
0.2 0.2 -0.1
-0.1 0.0 0.2
0.1 0.1 -0.1
-0.1 -0.1 0.3
0.0 -0.1 0.2
0.1 0.1 -0.2
0.1 -0.2 0.3
-0.1 -0.2 0.2
0.2 0.0 -0.3
0.1 0.2 0.0
0.0 -0.2 0.2
0.0 0.0 -0.3
-0.3 0.0 -0.4
-0.1 -0.1 0.2
0.0 0.1 -0.2
0.1 0.2 -0.2
0.5 0.0 -0.3
-0.5 0.2 0.4
-1.1 -1.0 -0.2
1.2 -0.4 -0.8
0.3 -0.1 -0.3
0.5 0.6 0.7
-0.2 -0.4 0.3
-0.4 0.0 -0.3
0.0 0.4 0.3
0.1 0.0 -0.1
0.0 0.3 0.2
0.1 0.5 0.3

As for the largest force on an atom: 0.13610 Eh/bohr. Its orbital gap (spin up / spin down) is 5.7 / 4.5 eV. The spin multiplicity is 2. The molar mass is 913.39 Da. Its total charge is +4. The total energy comes out at -4022.1172 Eh. Its LUMO energy (spin up / spin down) is -15.14 / -16.28 eV.